one | The following is a quantum chemistry calculation of one molecule with the formula CH2N4O, from the OMol25 dataset.

Bonds (Å) are listed after each position.
CARTESIAN COORDINATES (ANGSTROEM)
1 N 1.085 0.479 -0.808  C2 1.365, H7 1.018, H8 1.260
2 C 0.055 0.053 -0.019  N1 1.365, N3 1.322, O6 1.346
3 N -0.020 0.072 1.300  C2 1.322, N4 1.256
4 N -1.220 -0.157 1.593  N3 1.256, N5 1.240
5 N -1.979 -0.498 0.673  N4 1.240, O6 1.633
6 O -0.962 -0.610 -0.599  C2 1.346, N5 1.633
7 H 1.854 0.959 -0.345  N1 1.018
8 H 1.186 -0.299 -1.794  N1 1.260

## Properties
SMILES   Nc1nnno1
Highest occupied orbital energy   -0.37120 Eh
Gap between HOMO and LUMO   10.12 eV

Here are the Mulliken charges for atoms 1 to 5, given in e:
1. N -0.46
2. C 0.64
3. N -0.35
4. N -0.05
5. N -0.03



two | The following is a quantum chemistry calculation of one molecule with the formula CH2N4O, from the OMol25 dataset.

Bonds (Å) are listed after each position.
CARTESIAN COORDINATES (ANGSTROEM)
1 H -1.075 -1.992 -0.877  N2 1.078
2 N -1.582 -1.091 -0.571  H1 1.078, C3 1.241
3 C -0.557 -0.487 -0.222  N2 1.241, N4 1.443, O7 1.354
4 N 0.859 -0.723 -0.364  C3 1.443, N5 1.221
5 N 1.422 0.284 0.037  N4 1.221, N6 1.343
6 N 0.582 1.244 0.455  N5 1.343, O7 1.380, H8 1.051
7 O -0.668 0.661 0.488  C3 1.354, N6 1.380
8 H 0.791 1.634 1.409  N6 1.051

## Properties
SMILES   [H]/N=c1\nn[nH]o1
Highest occupied orbital energy   -0.36779 Eh
Gap between HOMO and LUMO   10.10 eV

Here are the Mulliken charges for atoms 1 to 5, given in e:
1. H 0.30
2. N -0.56
3. C 0.53
4. N -0.16
5. N -0.21



Winner for stability: two